Record 1
This record from the OMol25 dataset describes 11 unconnected molecules or ions with the total composition CH24O11 in a non-equilibrium geometry. The level of theory is ωB97M-V with the def2-TZVPD basis set.

CARTESIAN COORDINATES (ANGSTROEM)
O -0.52 -13.53 -7.27
H -0.16 -13.43 -6.31
H -0.09 -14.29 -7.70
H -0.32 -12.71 -7.75
C -1.12 -12.60 -4.20
O -0.03 -13.33 -4.67
H -1.41 -12.76 -3.16
H -0.94 -11.53 -4.35
H -2.11 -12.71 -4.67
O -5.05 -14.57 -3.34
H -5.08 -15.12 -4.12
H -4.15 -14.22 -3.32
O 1.15 -16.01 -4.67
H 0.84 -16.25 -5.54
H 0.67 -15.19 -4.45
O -0.15 -12.06 -0.39
H -0.53 -12.94 -0.25
H -0.91 -11.49 -0.54
O 1.99 -11.56 -5.65
H 1.60 -12.31 -5.15
H 1.78 -10.79 -5.12
O -1.93 -15.60 -3.17
H -1.56 -16.48 -3.32
H -1.31 -15.00 -3.61
O 2.39 -13.88 -3.10
H 2.63 -12.96 -2.94
H 1.52 -13.84 -3.53
O -2.62 -13.99 -0.95
H -2.29 -14.63 -1.61
H -2.43 -13.13 -1.32
O -3.41 -11.85 -7.00
H -2.73 -11.19 -6.82
H -3.52 -12.31 -6.16
O -3.68 -14.88 -5.85
H -3.04 -15.59 -5.76
H -4.32 -15.21 -6.49

Results
HOMO = -9.81 eV
LUMO energy = -1.34 eV
Kohn-Sham gap = 8.48 eV

Record 2
This record from the OMol25 dataset describes a single C9H11BrN2 molecule in a non-equilibrium geometry. The level of theory is ωB97M-V with the def2-TZVPD basis set.

CARTESIAN COORDINATES (ANGSTROEM)
C -1.64 3.00 0.87
C -2.25 1.90 0.38
C -1.59 0.75 -0.23
C -2.46 -0.47 -0.61
C -1.98 -1.67 -1.29
Br -4.28 -0.46 -0.12
N -0.26 0.52 -0.17
C 0.68 1.31 -0.74
C 1.89 0.69 -0.50
C 1.59 -0.50 0.21
C 2.56 -1.58 0.81
N 0.27 -0.58 0.40
H -2.20 3.82 1.21
H -0.58 3.12 0.61
H -3.36 1.64 0.41
H -2.47 -1.59 -2.32
H -2.35 -2.65 -0.94
H -0.99 -1.83 -1.42
H 0.39 2.28 -1.31
H 2.96 0.87 -0.78
H 3.49 -1.10 1.15
H 2.06 -2.12 1.64
H 2.81 -2.22 -0.05

Results
SMILES string = C=C/C(=C(/C)Br)n1ccc(C)n1
HOMO (spin up / spin down) = -7.83 / -7.83 eV
LUMO energy (spin up / spin down) = -0.01 / -0.01 eV
Kohn-Sham gap (spin up / spin down) = 7.82 / 7.82 eV

Record 3
This record from the OMol25 dataset describes a molecular structure, C36H32BN8Pb. The level of theory is ωB97M-V with the def2-TZVPD basis set.

CARTESIAN COORDINATES (ANGSTROEM)
Pb 0.29 -0.14 -0.53
C -4.24 3.41 0.52
C -3.19 2.78 -0.33
C -3.02 2.85 -1.70
C -1.88 2.10 -1.97
N -1.39 1.60 -0.83
N -2.19 2.03 0.17
B -1.93 1.57 1.61
N -2.16 0.03 1.71
N -1.48 -0.81 0.89
C -1.81 -2.06 1.23
C -2.70 -2.03 2.30
C -2.90 -0.68 2.57
C -3.79 -0.05 3.59
C -1.20 -3.20 0.52
C -0.68 -4.27 1.25
C -0.03 -5.30 0.59
C 0.11 -5.27 -0.79
C -0.43 -4.22 -1.52
C -1.09 -3.19 -0.86
N -0.46 1.86 2.01
N 0.57 1.34 1.29
C 1.70 1.63 1.93
C 1.41 2.37 3.08
C 0.03 2.49 3.09
C -0.84 3.20 4.08
C 2.98 1.15 1.40
C 3.27 1.26 0.04
C 4.44 0.71 -0.48
C 5.33 0.07 0.36
C 5.07 -0.01 1.73
C 3.90 0.53 2.24
C -1.19 1.81 -3.24
C -1.90 1.34 -4.34
C -1.23 1.04 -5.52
C 0.15 1.21 -5.61
C 0.86 1.69 -4.52
C 0.19 1.99 -3.34
H -4.93 3.97 -0.11
H -3.81 4.09 1.25
H -4.81 2.66 1.07
H -3.62 3.39 -2.41
H -2.67 2.12 2.37
H -3.17 -2.86 2.79
H -4.29 -0.83 4.17
H -4.55 0.57 3.13
H -3.22 0.57 4.28
H -0.78 -4.28 2.32
H 0.37 -6.13 1.16
H 0.62 -6.08 -1.30
H -0.36 -4.21 -2.60
H -1.57 -2.40 -1.44
H 2.11 2.79 3.78
H -0.22 3.63 4.86
H -1.55 2.52 4.54
H -1.40 4.00 3.60
H 2.60 1.82 -0.61
H 4.66 0.81 -1.53
H 6.25 -0.35 -0.03
H 5.77 -0.50 2.39
H 3.68 0.45 3.30
H -2.97 1.20 -4.27
H -1.78 0.68 -6.38
H 0.66 0.98 -6.53
H 1.92 1.84 -4.59
H 0.73 2.42 -2.50
N 3.96 -4.75 4.88
C 3.43 -4.08 4.11
C 2.77 -3.24 3.15
C 3.18 -3.24 1.83
C 2.50 -2.41 0.94
N 1.50 -1.63 1.31
C 1.11 -1.63 2.59
C 1.72 -2.42 3.55
H 3.99 -3.87 1.49
H 2.78 -2.38 -0.11
H 0.29 -0.98 2.85
H 1.39 -2.40 4.58

Results
HOMO = -11.32 eV
LUMO energy = -2.90 eV
Kohn-Sham gap = 8.42 eV
Total charge = +1

Record 4
This record from the OMol25 dataset describes 2 unconnected molecules or ions with the total composition C6H13N in a non-equilibrium geometry. The level of theory is ωB97M-V with the def2-TZVPD basis set.

CARTESIAN COORDINATES (ANGSTROEM)
C 2.78 -0.12 -0.37
C 2.92 0.88 0.81
N -2.55 -0.27 -0.29
C -1.57 -0.19 -1.33
C -0.16 -0.37 -0.72
C -0.43 -0.38 0.80
C -1.88 0.22 0.89
H 3.32 0.22 -1.25
H 3.31 -1.04 -0.13
H 1.82 0.67 0.76
H 3.23 1.91 0.76
H 3.16 0.45 1.78
H -1.47 0.74 -1.94
H -1.85 -1.00 -2.02
H 0.53 -1.17 -0.99
H 0.38 0.57 -0.88
H 0.11 0.33 1.43
H -0.48 -1.37 1.25
H -2.40 -0.16 1.78
H -1.86 1.33 1.09

Results
2S+1 = 2
HOMO (spin up / spin down) = -1.10 / -1.07 eV
LUMO energy (spin up / spin down) = 3.78 / 3.38 eV
Kohn-Sham gap (spin up / spin down) = 4.88 / 4.45 eV
Total charge = -1

Record 5
This record from the OMol25 dataset describes a molecular structure, C48H65N2O2Pt. The level of theory is ωB97M-V with the def2-TZVPD basis set.

CARTESIAN COORDINATES (ANGSTROEM)
Pt 0.86 0.85 0.51
C 3.25 1.04 2.17
N 1.82 0.73 2.36
C 1.33 1.54 3.49
C 1.62 -0.70 2.69
C 2.06 -1.63 1.58
N 1.41 -1.22 0.31
C 2.36 -1.26 -0.82
C 1.98 -0.56 -2.12
C 2.85 -0.80 -3.17
C 2.64 -0.31 -4.45
C 1.46 0.40 -4.65
C 0.55 0.68 -3.64
C 0.85 0.27 -2.31
O 0.04 0.64 -1.34
C -0.79 1.36 -3.95
C -0.89 2.72 -3.23
C -1.94 0.46 -3.48
C -0.98 1.62 -5.45
C 3.67 -0.55 -5.55
C 3.93 -2.05 -5.72
C 3.22 0.00 -6.90
C 4.99 0.14 -5.18
C 0.26 -2.16 0.00
C -0.59 -2.57 1.17
C -0.42 -3.85 1.69
C -1.21 -4.35 2.71
C -2.26 -3.52 3.13
C -2.52 -2.26 2.63
C -1.61 -1.68 1.67
O -1.65 -0.47 1.29
C -3.82 -1.57 3.09
C -3.76 -1.32 4.61
C -5.01 -2.49 2.78
C -4.11 -0.23 2.41
C -1.04 -5.73 3.33
C -0.85 -5.61 4.85
C -2.28 -6.59 3.05
C 0.18 -6.47 2.76
H 3.82 0.71 3.04
H 3.35 2.12 2.06
H 3.63 0.58 1.27
H 1.93 1.33 4.38
H 0.29 1.30 3.68
H 1.40 2.60 3.24
H 0.55 -0.85 2.83
H 2.13 -0.94 3.64
H 1.74 -2.63 1.86
H 3.15 -1.66 1.45
H 2.54 -2.31 -1.06
H 3.32 -0.85 -0.48
H 3.73 -1.41 -2.97
H 1.23 0.75 -5.65
H -0.82 2.59 -2.16
H -1.85 3.19 -3.47
H -0.09 3.39 -3.56
H -1.92 0.32 -2.40
H -1.87 -0.53 -3.96
H -2.90 0.90 -3.77
H -0.24 2.31 -5.84
H -1.96 2.06 -5.61
H -0.94 0.69 -6.03
H 3.00 -2.57 -5.97
H 4.31 -2.50 -4.80
H 4.66 -2.23 -6.51
H 2.28 -0.46 -7.23
H 3.98 -0.21 -7.66
H 3.07 1.08 -6.87
H 5.38 -0.24 -4.23
H 4.84 1.22 -5.06
H 5.75 -0.02 -5.95
H 0.72 -3.07 -0.39
H -0.32 -1.68 -0.78
H 0.37 -4.46 1.26
H -2.94 -3.91 3.88
H -3.62 -2.25 5.17
H -4.69 -0.85 4.95
H -2.93 -0.65 4.85
H -4.94 -3.44 3.32
H -5.05 -2.71 1.71
H -5.95 -2.01 3.07
H -3.38 0.53 2.67
H -5.10 0.11 2.75
H -4.12 -0.32 1.33
H -1.67 -5.07 5.31
H 0.07 -5.07 5.07
H -0.79 -6.60 5.31
H -3.17 -6.17 3.53
H -2.15 -7.61 3.43
H -2.48 -6.64 1.98
H 1.09 -5.87 2.87
H 0.05 -6.69 1.70
H 0.32 -7.41 3.29
C -0.10 7.54 -1.80
C -1.05 6.78 -1.13
C -0.73 5.53 -0.62
C 0.56 5.00 -0.76
C 1.49 5.77 -1.46
C 1.18 7.02 -1.97
C 0.95 3.65 -0.32
C 0.38 2.81 0.57
C -0.59 3.27 1.60
C -0.38 4.45 2.31
C -1.22 4.82 3.36
C -2.29 4.01 3.70
C -2.51 2.83 3.00
C -1.66 2.46 1.97
H -0.35 8.51 -2.20
H -2.06 7.16 -1.02
H -1.50 4.95 -0.14
H 2.49 5.36 -1.62
H 1.93 7.58 -2.51
H 1.77 3.25 -0.91
H 0.47 5.08 2.06
H -1.03 5.74 3.90
H -2.95 4.29 4.52
H -3.35 2.19 3.26
H -1.81 1.52 1.43

Results
HOMO = -3.87 eV
LUMO energy = 2.10 eV
Kohn-Sham gap = 5.98 eV
Total charge = -1

Record 6
This record from the OMol25 dataset describes 11 unconnected molecules or ions with the total composition C4H33N2O11 in a non-equilibrium geometry. The level of theory is ωB97M-V with the def2-TZVPD basis set.

CARTESIAN COORDINATES (ANGSTROEM)
N 0.21 -0.08 -0.13
C -0.68 -1.18 0.30
C -2.06 -1.35 -0.51
C -1.73 -1.80 -1.94
O -2.65 -0.08 -0.51
C -1.03 -0.93 1.78
N 0.24 -0.76 2.52
H -0.20 0.77 -0.51
H 0.78 0.26 0.72
H 0.71 -0.42 -0.99
H -0.20 -2.10 0.08
H -2.75 -2.06 0.00
H -0.90 -1.30 -2.41
H -1.50 -2.85 -2.00
H -2.64 -1.73 -2.54
H -2.74 0.38 -1.36
H -1.58 -1.82 2.16
H -1.72 -0.12 1.76
H 0.66 -1.67 2.62
H -0.05 -0.45 3.47
H 2.87 2.51 -0.35
H 1.49 2.72 0.26
O 1.95 2.85 -0.58
H 3.92 -3.34 2.07
H 3.31 -3.25 0.69
O 3.19 -2.92 1.59
H -0.65 -5.18 0.15
H 0.48 -4.21 -0.14
O -0.47 -4.30 -0.22
H -1.22 2.90 0.58
H -0.88 2.54 1.94
O -0.50 2.45 1.05
H 4.14 1.17 1.29
H 4.82 2.13 0.28
O 3.98 1.71 0.49
H 1.59 1.68 -1.79
H 2.18 0.92 -3.03
O 1.41 0.96 -2.45
H -1.22 3.63 -1.85
H -2.72 3.48 -1.00
O -1.85 3.18 -1.27
H -2.53 1.71 0.81
H -3.93 1.04 0.55
O -3.48 1.79 0.94
H -2.30 2.10 -2.61
H -2.82 1.57 -3.91
O -2.81 1.35 -2.97
H 3.69 -1.19 1.76
H 4.19 -0.37 3.07
O 4.02 -0.36 2.13

Results
HOMO = -13.13 eV
LUMO energy = -2.70 eV
Kohn-Sham gap = 10.43 eV
Total charge = +1

Number 1: total energy -880.022216 a.u.. Number 2: total energy -3032.948060 a.u.. Number 3: total energy -2046.778162 a.u.. Number 4: total energy -290.962986 a.u.. Number 5: total energy -2247.426662 a.u.. Number 6: total energy -1109.133736 a.u..